The following is a quantum chemistry calculation of 6 unconnected molecules or ions with the total composition C15H25BNO17P at a distorted geometry, from the Open Molecules 2025 dataset.

Element x y z (Å)
1 O -1.061390 -1.727630 -3.756468
2 C -1.014556 -0.672574 -4.366670
3 O -1.235560 0.552959 -3.807476
4 C -0.869525 1.518510 -4.775298
5 C -0.998009 0.776740 -6.066136
6 O -0.735139 -0.564108 -5.698518
7 H -1.532115 2.386966 -4.726334
8 H 0.157886 1.843020 -4.579846
9 H -2.008303 0.837290 -6.484391
10 H -0.281319 1.120796 -6.816895
11 O -0.408358 2.980963 4.618022
12 C -1.199000 2.111940 4.290351
13 O -2.266488 1.715881 5.043398
14 C -3.051792 0.866068 4.228496
15 C -2.073680 0.357675 3.219624
16 O -1.130569 1.408035 3.122664
17 H -3.494719 0.061184 4.821468
18 H -3.854180 1.455750 3.772938
19 H -1.559840 -0.549217 3.555503
20 H -2.539405 0.163689 2.249506
21 O -0.520365 -1.360367 5.373672
22 C 0.458243 -0.763590 5.790644
23 O 0.686431 -0.479427 7.106188
24 C 2.011452 0.009402 7.197373
25 C 2.283197 0.523885 5.820981
26 O 1.467590 -0.291986 5.001680
27 H 2.084212 0.792850 7.956685
28 H 2.674810 -0.816884 7.473579
29 H 1.977071 1.568005 5.696891
30 H 3.335563 0.426316 5.540511
31 O -6.563260 -4.453502 -5.050502
32 C -5.429790 -4.458495 -4.600052
33 O -5.124233 -4.631195 -3.280854
34 C -3.721229 -4.799662 -3.202452
35 C -3.225392 -4.133665 -4.444864
36 O -4.301482 -4.290991 -5.350067
37 H -3.325215 -4.335806 -2.294901
38 H -3.494382 -5.870757 -3.183016
39 H -3.038481 -3.064382 -4.299964
40 H -2.318331 -4.603342 -4.835123
41 O 7.872913 3.795712 -1.364663
42 C 6.817330 3.339791 -0.957768
43 O 5.703228 3.167359 -1.727519
44 C 4.783873 2.415718 -0.957604
45 C 5.208128 2.690551 0.448620
46 O 6.596296 2.936425 0.327572
47 H 3.758057 2.739462 -1.153899
48 H 4.880770 1.358174 -1.224614
49 H 4.725970 3.581668 0.864230
50 H 5.020837 1.842544 1.113048
51 N 1.202279 -1.169856 -0.166938
52 P 0.549006 0.386750 0.416273
53 O 1.548914 1.662027 -0.284330
54 B -1.162044 0.613694 -0.416389
55 O -2.257803 -0.373539 -0.263336
56 H 0.383162 -1.742977 -0.496828
57 H 1.735364 -0.914406 -1.051413
58 H 1.342782 1.598111 -1.283144
59 H -1.358024 1.553778 -1.111468
60 H -2.111386 -1.091330 -0.970176

Atomic forces in eV per Å
O 0.081 2.124 -1.006
C -0.044 -1.670 0.728
O 0.067 -1.223 -0.125
C 0.150 1.241 0.064
C -0.124 0.546 -1.102
O -0.115 -0.457 1.267
H 0.076 -0.225 0.170
H -0.079 -0.040 -0.027
H 0.098 -0.020 0.061
H -0.093 -0.250 0.113
O -1.521 -1.796 -0.587
C 1.343 1.390 0.452
O 0.982 0.493 -0.315
C -1.045 -0.456 0.139
C -0.205 -1.254 -0.731
O 0.108 1.030 0.937
H 0.162 0.229 0.049
H 0.064 -0.006 0.040
H -0.093 0.205 -0.024
H 0.171 0.152 0.074
O 1.974 1.203 0.895
C -1.546 -0.934 -0.678
O -0.492 -0.307 -1.013
C 0.665 0.172 0.924
C 0.841 0.898 -0.290
O -0.971 -0.639 0.422
H -0.188 -0.197 -0.081
H -0.068 0.046 -0.028
H -0.030 -0.109 -0.010
H -0.243 -0.084 -0.114
O 2.587 -0.002 1.041
C -2.429 0.012 -1.024
O -0.405 0.203 -0.826
C 0.599 -0.368 0.853
C 1.072 0.450 -0.203
O -0.965 -0.253 0.326
H -0.231 -0.080 -0.094
H -0.023 0.082 -0.007
H 0.008 -0.187 0.000
H -0.224 0.125 -0.087
O -2.419 -1.045 0.914
C 2.315 0.995 -0.832
O 0.869 0.285 0.376
C -1.025 -0.462 -0.378
C -0.679 -0.171 0.985
O 0.405 0.236 -0.914
H 0.274 0.000 -0.042
H 0.009 0.063 0.047
H 0.024 -0.088 -0.061
H 0.181 0.181 -0.068
N -0.377 0.808 -1.928
P 0.985 0.871 0.791
O -1.844 -2.324 -2.130
B -1.549 -1.965 -0.670
O 2.589 0.254 -1.705
H 1.082 0.583 0.317
H -0.749 -0.722 1.204
H 0.656 0.535 2.116
H -0.247 0.480 0.239
H -0.414 1.444 1.552

Output
energy	-2286.6523	a.u.
2S+1	1
structure (SMILES)	O=C1OCCO1.O=C1OCCO1.O=C1OCCO1.O=C1OCCO1.O=C1OCCO1.NP(O)BO
lowest unoccupied orbital energy	-0.681	eV
HOMO energy	-0.3171	Eh
Kohn-Sham gap	7.949	eV

Table of natural (NBO) atomic charges, one value per atom, all in e:
1 O -0.610
2 C 0.972
3 O -0.484
4 C -0.103
5 C -0.104
6 O -0.472
7 H 0.215
8 H 0.184
9 H 0.193
10 H 0.212
11 O -0.600
12 C 0.967
13 O -0.482
14 C -0.099
15 C -0.126
16 O -0.486
17 H 0.210
18 H 0.178
19 H 0.223
20 H 0.206
21 O -0.604
22 C 0.972
23 O -0.477
24 C -0.101
25 C -0.107
26 O -0.477
27 H 0.208
28 H 0.182
29 H 0.205
30 H 0.202
31 O -0.575
32 C 0.960
33 O -0.482
34 C -0.100
35 C -0.104
36 O -0.483
37 H 0.201
38 H 0.183
39 H 0.194
40 H 0.206
41 O -0.575
42 C 0.960
43 O -0.486
44 C -0.101
45 C -0.101
46 O -0.482
47 H 0.210
48 H 0.179
49 H 0.188
50 H 0.207
51 N -1.107
52 P 0.927
53 O -0.952
54 B 0.473
55 O -0.955
56 H 0.377
57 H 0.369
58 H 0.465
59 H -0.106
60 H 0.512